[1]
93
Properties=species:S:1:pos:R:3:forces:R:3:mulliken_spin:R:1 method="wB97M-V/def2-TZVPD" charge=+1 s2=0.755 gap_ev="8.93 / 4.56" spin_multiplicity=2
C -4.520 2.075 -4.420 -2.2 -0.4 0.8 0.041
C -3.460 1.383 -3.558 -0.1 2.3 -1.0 -0.009
C -2.384 2.480 -3.357 0.7 -0.4 -0.4 0.015
C -1.321 2.139 -2.372 -1.0 0.3 2.3 -0.011
C -2.064 1.917 -0.999 0.3 -1.0 -0.3 0.011
C -3.264 0.846 -0.993 0.5 1.0 0.8 0.008
N -4.047 0.951 -2.261 0.8 -3.0 -1.0 0.723
O -5.031 -0.072 -2.422 0.8 2.5 0.5 0.003
C -2.678 -0.557 -0.722 -0.6 -0.5 -0.7 0.096
C -4.299 1.171 0.094 -0.4 0.5 1.0 0.053
C -2.871 0.225 -4.330 0.3 -1.4 0.8 0.077
H -5.061 2.813 -3.828 0.6 0.7 0.0 -0.006
H -5.387 1.437 -4.594 0.3 -0.6 -0.5 -0.002
H -4.187 2.494 -5.369 0.4 -0.1 0.3 0.001
H -1.853 2.656 -4.293 -0.6 -0.1 -0.5 -0.002
H -2.833 3.431 -3.071 -0.2 -0.1 0.0 -0.002
H -0.650 2.989 -2.249 -0.1 0.1 0.1 0.000
H -0.640 1.311 -2.571 -0.4 -0.3 -0.4 0.001
H -2.442 2.817 -0.513 0.1 0.3 -0.4 -0.003
H -1.257 1.546 -0.369 -0.6 -0.2 0.6 -0.004
H -3.432 -1.336 -0.835 0.0 -0.1 -0.6 -0.002
H -1.801 -0.710 -1.350 -0.1 -0.3 0.1 -0.008
H -2.441 -0.735 0.327 0.4 0.9 0.1 -0.003
H -5.146 0.515 0.297 0.0 -0.5 -1.1 0.000
H -3.860 1.108 1.090 0.7 0.6 -0.2 0.003
H -4.720 2.161 -0.077 0.1 0.1 0.2 -0.009
H -3.570 -0.564 -4.609 -0.4 0.4 -0.3 0.000
H -2.172 -0.306 -3.684 0.6 0.1 -0.2 -0.005
H -2.366 0.615 -5.214 -0.1 -0.1 0.1 0.006
H -4.519 -0.852 -2.650 0.3 -0.7 -0.2 0.026
C 5.458 -0.609 1.348 -0.8 0.9 0.1 0.000
C 4.169 -1.347 1.011 0.8 -0.9 0.3 0.000
O 4.031 -1.428 -0.410 0.3 0.5 1.2 0.000
H 5.194 0.433 1.172 0.6 0.3 0.0 0.000
H 6.329 -0.869 0.746 -0.3 -0.3 -0.2 0.000
H 5.754 -0.702 2.393 -0.2 -0.1 0.1 0.000
H 3.279 -0.968 1.514 0.0 1.0 -0.3 0.000
H 4.210 -2.306 1.526 0.3 -0.9 -0.6 0.000
H 3.282 -2.018 -0.524 -0.3 -0.5 -0.5 0.000
C 0.195 3.824 0.935 -0.4 -1.1 -0.3 0.000
C 0.285 5.049 0.083 -0.1 -0.2 0.9 0.000
O -0.375 6.046 0.845 0.4 1.1 -0.1 0.000
H 0.433 2.922 0.370 0.2 -0.1 0.2 0.000
H -0.812 3.717 1.338 -0.1 -0.1 -0.1 0.000
H 0.858 3.918 1.795 0.1 -0.1 -0.1 0.000
H -0.232 5.023 -0.876 0.2 -0.4 -0.1 0.000
H 1.358 5.215 -0.018 0.0 0.6 -0.6 0.000
H 0.323 6.567 1.249 -0.3 0.3 0.2 0.000
C -0.076 -4.632 1.187 0.6 -0.5 0.9 0.000
C 0.501 -5.992 0.809 0.2 -0.2 0.8 0.000
O 1.527 -5.802 -0.136 0.1 0.6 -1.7 0.000
H 0.741 -3.954 1.436 0.1 0.2 -0.4 0.000
H -0.603 -4.712 2.138 -0.4 -0.2 -0.1 0.000
H -0.740 -4.229 0.423 0.1 0.0 0.0 0.000
H -0.310 -6.648 0.494 0.1 -0.1 -0.4 0.000
H 1.087 -6.505 1.572 -1.0 0.2 1.1 0.000
H 1.798 -6.637 -0.524 0.0 0.0 0.0 0.000
C 1.362 -1.713 -2.605 0.2 -0.2 0.6 0.000
C 0.977 -2.853 -1.633 0.6 0.6 -1.6 -0.001
O 2.093 -3.189 -0.837 -0.8 0.4 0.1 0.000
H 1.583 -0.810 -2.035 -0.4 0.2 0.1 0.000
H 0.571 -1.550 -3.337 0.0 0.2 0.0 0.000
H 2.306 -1.853 -3.133 -0.1 -0.6 -0.1 0.000
H 0.711 -3.750 -2.191 -0.2 0.0 -0.2 0.000
H 0.093 -2.549 -1.072 0.0 0.1 0.4 0.001
H 1.876 -4.080 -0.552 0.6 -0.7 0.5 0.000
C -1.055 -0.909 4.460 2.2 1.6 -1.3 0.000
C -1.052 -2.221 3.708 -0.1 1.5 0.7 0.000
O -2.125 -2.876 4.348 0.0 -1.7 -0.8 0.000
H -0.822 -0.981 5.522 -0.7 -0.3 0.1 0.000
H -1.875 -0.254 4.162 -0.5 -0.5 0.6 0.000
H -0.233 -0.290 4.100 0.5 0.1 -0.1 0.000
H -0.098 -2.748 3.741 0.1 -0.3 0.6 0.000
H -1.149 -2.055 2.636 -0.9 -0.1 0.0 0.000
H -1.721 -3.106 5.188 -0.5 -0.3 0.3 0.000
C 3.218 1.604 3.723 -0.3 -0.5 0.1 0.000
O 2.396 0.470 3.334 0.1 0.7 -0.1 0.000
H 2.639 2.495 3.479 0.1 0.0 0.0 0.000
H 3.460 1.621 4.786 -0.3 -0.2 0.1 0.000
H 4.168 1.625 3.188 -0.1 -0.2 -0.2 0.000
H 2.483 -0.302 3.898 0.4 0.2 0.2 0.000
C 3.562 2.070 -0.219 0.1 0.0 0.7 0.000
O 4.512 2.889 -0.873 -0.4 0.1 -0.7 0.000
H 3.713 1.001 -0.364 0.3 0.0 0.0 0.000
H 3.615 2.354 0.832 -0.3 -0.5 0.4 0.000
H 2.527 2.235 -0.519 0.2 0.6 -0.5 0.000
H 5.388 2.574 -0.638 0.0 -0.1 0.0 0.000
C 0.554 -0.234 0.699 0.4 0.7 0.2 0.001
O 0.115 0.739 1.659 -0.5 -0.7 -1.0 0.000
H 1.614 -0.128 0.467 0.1 0.1 0.1 0.000
H 0.395 -1.275 0.978 -0.2 -0.1 0.3 -0.001
H 0.038 -0.061 -0.246 -0.2 0.1 0.1 0.000
H 0.772 0.806 2.356 0.5 -0.2 0.3 0.000


[2]
16
Properties=species:S:1:pos:R:3:forces:R:3:nbo_charge:R:1 method="wB97M-V/def2-TZVPD" de_lowest_kcal_mol=8.3 gap_ev=12.65
C 0.944 -1.516 -0.322 1.0 -1.2 -0.5 -0.609
C 0.641 -1.678 -1.814 0.4 0.3 0.0 -0.605
H 1.602 -0.679 -0.099 -0.6 0.5 0.1 0.207
H 0.086 -1.631 0.328 -0.1 0.4 0.1 0.204
H 1.613 -2.356 -0.093 -0.3 -0.1 0.2 0.199
H 0.088 -2.597 -2.000 -0.2 0.1 0.0 0.204
H 0.150 -0.834 -2.303 -0.2 -0.1 0.3 0.200
H 1.600 -1.778 -2.319 0.1 -0.1 -0.2 0.201
C -0.507 2.200 1.455 -0.6 -0.6 0.5 -0.612
C -1.086 1.007 0.686 0.3 0.5 -1.2 -0.612
H -1.219 2.590 2.183 -0.2 0.1 -0.1 0.202
H 0.297 1.822 2.086 0.5 0.4 -0.3 0.204
H -0.209 3.012 0.802 0.3 0.0 0.0 0.206
H -2.125 1.122 0.375 -0.3 -0.1 0.7 0.205
H -0.629 0.928 -0.308 0.4 0.0 0.2 0.201
H -0.853 0.069 1.179 -0.6 0.0 0.2 0.206


[3]
21
Properties=species:S:1:pos:R:3:forces:R:3:nbo_charge:R:1 method="wB97M-V/def2-TZVPD" de_lowest_kcal_mol=22.2 gap_ev=11.06
C 1.189 1.159 -1.165 1.4 0.6 -2.4 0.493
N -0.043 1.678 -1.252 -0.9 -0.1 0.9 -0.805
O 1.801 0.803 -2.172 -0.4 -0.5 0.7 -0.642
H 1.772 1.253 -0.249 -0.6 -0.1 0.8 0.139
H -0.590 1.830 -0.420 0.1 0.4 0.2 0.406
H -0.573 1.590 -2.108 0.4 -0.1 -0.1 0.408
H 0.006 -2.854 -2.201 -0.7 -0.3 0.0 0.479
H 1.113 -2.077 -1.697 0.9 0.4 0.4 0.479
O 0.296 -2.452 -1.381 -0.1 -0.1 -0.3 -0.949
H -1.755 1.807 2.493 -0.3 -0.4 -0.1 0.508
H -2.539 2.450 1.261 0.8 -0.2 0.9 0.472
O -1.684 2.416 1.747 -0.4 0.3 -1.1 -0.981
H 2.819 -0.891 -0.504 0.6 -0.5 0.2 0.461
H 3.292 -1.352 -1.802 0.5 -0.1 -0.3 0.470
O 3.415 -1.573 -0.871 -1.0 0.7 0.0 -0.928
H -0.836 -0.005 0.417 -0.1 -0.4 0.1 0.462
H -0.477 -1.473 0.063 -0.3 0.1 -0.1 0.503
O -1.058 -0.925 0.622 0.2 0.1 0.1 -0.979
H -1.376 -0.836 2.876 -0.5 0.5 0.0 0.501
H -2.822 -0.358 3.010 -0.7 -0.3 -0.3 0.471
O -1.950 -0.190 3.334 1.1 0.0 0.3 -0.967


[4]
12
Properties=species:S:1:pos:R:3:forces:R:3:nbo_charge:R:1 method="wB97M-V/def2-TZVPD" de_lowest_kcal_mol=31.9 gap_ev=8.58
C -0.135 0.736 -0.067 1.3 1.4 0.2 0.004
C 1.341 0.475 -0.068 0.5 0.4 0.4 0.349
C 1.866 -0.709 0.227 -1.7 -0.6 0.6 -0.453
H -2.498 -0.439 0.810 -0.5 0.2 1.0 0.360
H -2.563 0.460 -0.574 0.0 0.0 0.3 0.372
H -0.435 -1.135 -0.690 0.1 -0.2 0.0 0.394
H 1.198 -1.521 0.652 1.0 1.1 -0.9 0.222
H 2.907 -0.870 0.164 0.9 -0.1 0.1 0.226
N -2.220 -0.394 -0.139 0.0 -0.3 -1.2 -0.643
N -0.834 -0.376 -0.169 -0.7 -1.2 -0.4 -0.409
F 2.165 1.550 -0.252 -1.0 -1.0 -0.3 -0.313
S -0.791 2.220 0.109 0.0 0.4 0.1 -0.108


Number 1: total energy -1606.23495 hartree. Number 2: total energy -159.57169 hartree. Number 3: total energy -552.10265 hartree. Number 4: total energy -724.81572 hartree.